Entry 1:
77
Properties=species:S:1:pos:R:3:forces:R:3:lowdin_charge:R:1 method="wB97M-V/def2-TZVPD" orbital_gap_ev="5.19 / 5.04" spin_multiplicity=1 charge=+1 de_lowest_kj_mol=50.60
C 4.727559 -2.616998 2.575094 -0.077 0.158 -0.002 -0.042
C -6.855481 2.472951 1.431767 -0.048 -0.015 0.018 -0.064
C -7.068264 3.454105 0.474373 0.006 0.009 -0.002 -0.071
C -3.850452 -2.062897 0.727484 -0.038 -0.002 -0.053 0.023
H -8.028000 3.949020 0.407795 0.004 -0.001 0.006 0.109
H 3.443093 8.295637 0.261639 0.009 -0.013 -0.086 0.110
H -0.754138 5.129388 2.105483 0.012 0.084 -0.094 0.121
C 1.317737 3.400347 0.958644 -0.129 -0.336 0.180 -0.010
H -4.253761 -6.082453 3.317112 0.014 0.007 0.002 0.109
H 0.480693 -5.110373 1.556176 0.009 -0.032 -0.051 0.119
H -5.350321 -0.512185 0.383805 -0.020 -0.014 0.013 0.118
C -1.534375 -3.061575 1.077215 0.152 0.125 -0.050 -0.050
C 3.018396 -1.240309 1.317732 -0.252 -0.034 0.085 -0.049
H 2.953866 -4.162844 1.485713 0.029 -0.017 0.047 0.115
H -1.222795 -5.248864 -0.488994 0.027 -0.020 0.000 0.122
C 6.020825 -3.095279 2.712822 0.033 -0.048 0.044 -0.065
C -0.116049 3.270533 1.038064 -0.060 0.184 0.045 -0.221
C 3.295445 4.931344 0.627967 -0.066 -0.018 0.002 -0.033
C -3.304277 -6.924654 1.588830 0.008 0.006 0.013 -0.074
N 0.635159 -1.855673 1.005193 0.626 -2.010 1.714 -0.167
H -7.646261 2.208269 2.121506 0.010 0.007 0.002 0.110
H 8.010468 -3.110430 1.910649 -0.005 0.005 0.005 0.108
C 2.045197 -3.599147 1.369539 0.011 -0.046 -0.109 0.022
C -2.288239 3.699583 1.498545 -0.027 -0.033 -0.088 0.021
C -2.152426 -4.404729 1.249161 -0.046 -0.121 -0.032 -0.216
C -3.588267 -5.902356 2.482884 -0.049 -0.031 0.014 -0.066
H -3.746881 -7.902652 1.723353 -0.006 0.009 -0.005 0.108
C 0.776920 -4.090406 1.380758 0.052 -0.032 -0.024 0.025
H 0.059380 5.721726 0.154750 -0.105 -0.011 0.109 0.101
C 3.442012 2.308608 1.903262 0.064 -0.088 0.044 -0.008
C 2.185825 2.285981 1.212841 0.013 0.109 0.044 -0.218
C 4.395350 -1.770265 1.517513 0.165 -0.065 -0.028 -0.214
C -3.020656 -4.649484 2.313151 0.118 0.007 -0.003 -0.037
C 1.903228 4.728630 0.694416 0.109 0.246 -0.076 -0.142
H -5.454736 1.097266 2.290249 -0.014 -0.040 -0.015 0.122
N -2.071514 -0.651138 0.807453 -2.096 -0.838 1.555 -0.161
C -4.328526 -0.800223 0.562263 0.003 -0.034 -0.125 0.019
C -3.263003 1.513183 0.704996 0.129 -0.162 0.146 -0.049
H 4.794412 0.683084 2.472129 -0.001 0.010 0.009 0.127
C 1.653111 7.106411 0.213176 0.026 0.040 -0.037 -0.064
C 3.020371 7.302625 0.332529 -0.039 -0.011 0.031 -0.066
H -2.230427 -7.478622 -0.183477 -0.001 0.006 0.006 0.109
C -1.875204 -5.438345 0.354481 -0.051 0.125 0.001 -0.042
C -3.212672 0.103592 0.648337 -0.005 0.122 0.122 -0.228
H 3.968017 4.090780 0.647526 0.010 0.093 0.005 0.093
C -4.594849 2.169103 0.641800 -0.117 0.071 -0.046 -0.210
H 1.004704 7.939714 -0.023772 -0.011 -0.010 0.024 0.111
C -2.171147 2.403359 0.910661 -0.061 0.155 0.147 -0.237
H 3.977997 -2.864274 3.315567 -0.038 -0.069 -0.018 0.123
H -4.418564 -2.977759 0.726492 -0.013 -0.003 -0.046 0.120
C -2.423689 -1.974665 0.887927 -0.002 0.081 0.000 -0.220
C 2.925251 0.179761 1.361520 0.087 0.030 0.145 -0.233
C 3.839134 6.193671 0.481356 0.049 0.026 -0.022 -0.063
H -4.016889 3.438720 -0.988225 0.007 0.020 0.000 0.122
C 1.109240 5.843283 0.357333 0.025 -0.147 0.072 -0.033
C 5.398407 -1.388983 0.622853 -0.116 -0.094 0.024 -0.034
C -6.042590 3.805571 -0.391302 -0.016 0.033 -0.022 -0.065
H -3.230244 -3.858587 3.022790 -0.012 0.012 -0.004 0.124
H 6.263706 -3.749745 3.539867 0.002 0.017 0.002 0.110
C 7.002765 -2.731728 1.803096 -0.001 0.014 0.001 -0.072
C -4.814000 3.172162 -0.305555 0.006 -0.114 0.027 -0.032
C 3.898900 1.025545 1.980488 0.022 0.031 -0.086 0.024
C 1.962924 -2.173705 1.184953 0.056 0.090 0.104 -0.220
C -1.030591 4.221985 1.597261 0.086 0.036 -0.084 -0.007
La -0.057584 0.113279 0.237913 0.391 -0.399 -6.144 2.150
H 3.879413 3.166164 2.383945 0.024 -0.033 -0.028 0.118
H 7.453904 -1.568896 0.057313 -0.009 -0.015 -0.004 0.109
H -3.207565 4.136550 1.852289 0.015 0.017 0.018 0.127
C -2.448386 -6.688303 0.523121 -0.001 -0.061 -0.032 -0.067
N -0.836271 2.162281 0.671906 -0.717 2.124 1.076 -0.157
C -5.628793 1.833867 1.516274 0.112 0.038 0.040 -0.040
C 6.689882 -1.869296 0.762467 0.052 0.007 -0.017 -0.066
N 1.886429 0.975486 0.932818 1.721 0.862 1.361 -0.156
H -6.198695 4.575998 -1.135025 -0.007 -0.015 -0.003 0.109
C -0.121241 -2.994038 1.137806 -0.043 0.016 0.116 -0.217
H 5.152120 -0.724797 -0.196137 0.009 0.013 -0.009 0.122
H 4.914926 6.308273 0.456527 -0.004 -0.012 0.027 0.111

***

Entry 2:
87
Properties=species:S:1:pos:R:3:forces:R:3:lowdin_charge:R:1 method="wB97M-V/def2-TZVPD" orbital_gap_ev="6.48 / 6.99" spin_multiplicity=4 de_lowest_kj_mol=300.35
H -0.599139 4.240514 -4.759907 0.000 0.002 0.000 0.111
C 0.696331 0.995667 3.568070 -0.084 -0.009 0.014 -0.112
H 3.383724 -4.422409 -1.654333 0.018 0.014 -0.006 0.104
C -4.957637 1.805806 -1.688270 0.009 0.015 0.019 -0.042
C -3.630948 -1.416623 1.340234 0.013 -0.031 0.001 -0.041
N -1.371860 -0.925021 0.724677 -0.006 0.052 -0.009 0.140
C -4.073027 2.386605 -0.798393 0.001 -0.031 -0.030 0.008
C -4.492424 0.811334 -2.531249 0.016 -0.007 0.005 -0.041
C -2.221782 -3.159400 0.499968 0.004 -0.037 0.001 -0.158
C 1.681903 -2.081209 1.971336 0.029 -0.034 -0.078 -0.126
C 4.285911 1.903591 -1.014633 -0.067 0.035 0.043 -0.039
C 2.797643 -3.462464 3.642858 -0.021 0.040 -0.018 -0.068
C 0.553011 -2.353962 -1.496475 0.116 -0.001 0.059 -0.701
C 1.471350 -1.071840 2.970763 0.030 0.016 -0.098 -0.138
C 2.188451 -1.429235 -0.397948 -0.001 0.036 -0.094 -0.319
C 4.238433 2.750348 0.085393 -0.018 -0.056 -0.051 -0.037
C -0.508537 3.164466 -4.727446 0.038 -0.007 -0.030 -0.043
C 0.226400 3.709217 1.610375 0.059 0.032 0.064 0.036
O -0.430047 5.010056 3.951964 0.051 0.015 -0.022 -0.031
C 2.367010 -3.219007 2.321447 0.010 -0.028 0.038 -0.005
N -2.308249 0.955855 -1.557731 -0.041 0.058 -0.070 0.071
H 3.070686 0.638260 -2.283717 0.002 0.000 0.007 0.120
H -3.116475 3.618337 1.480656 0.005 0.004 0.006 0.120
C 0.465253 -4.129111 -0.206935 -0.200 -0.022 -0.093 -0.158
C -1.090269 3.959802 1.967298 0.010 -0.055 -0.127 -0.081
C -2.756322 1.942208 -0.765076 0.045 0.088 0.070 -0.219
C -0.781565 -4.937391 -0.395861 0.090 -0.038 0.010 -0.041
H 0.997636 4.155091 2.224329 -0.015 0.005 0.001 0.120
H -2.670867 0.500814 1.439589 -0.014 -0.021 0.008 0.103
C 3.100100 1.360573 -1.475979 0.130 0.000 -0.012 -0.121
C -3.462473 -2.738777 0.951343 -0.022 0.059 0.007 -0.010
C 1.247935 -3.777288 -1.510353 0.083 -0.017 0.027 -0.192
H 2.862466 -2.714854 5.639455 -0.010 0.003 0.009 0.112
C 1.646497 -0.348015 5.282096 -0.003 0.005 -0.002 -0.020
V 0.078653 0.553592 -1.329007 -0.032 -0.020 0.490 0.800
H 5.221470 1.647771 -1.490629 0.001 -0.005 -0.007 0.109
H -5.135429 0.334942 -3.257621 -0.004 -0.003 -0.002 0.109
C 1.033339 0.811852 4.927858 0.037 -0.003 -0.017 -0.035
H 2.705116 -0.539790 -0.040871 -0.012 -0.007 -0.016 0.122
C 1.864436 2.517548 0.097322 -0.126 -0.043 0.005 -0.183
C -1.986241 -4.512954 -0.022578 0.017 0.037 0.016 -0.041
H -0.000300 3.118692 -2.645819 -0.025 -0.036 0.019 0.110
O -2.624806 5.043338 3.374914 -0.032 0.017 -0.046 -0.024
H 2.947283 3.732736 1.493810 0.009 -0.001 -0.004 0.117
Se -1.004057 -2.277635 -2.663361 -0.052 0.003 -0.127 0.759
C 3.187699 -2.516228 -0.760316 0.018 0.022 0.001 -0.013
H 2.602416 -3.943134 1.556505 0.007 0.000 0.003 0.095
H 3.323713 -4.379842 3.872702 0.000 -0.007 -0.007 0.104
H -5.987330 2.135500 -1.730978 0.001 0.004 -0.001 0.114
C -0.725490 2.376842 -5.848442 0.007 -0.015 0.036 -0.050
H -4.388093 3.187806 -0.146757 -0.012 0.004 -0.002 0.116
C 3.013863 3.062640 0.649528 0.059 0.092 -0.044 0.015
C 1.891407 -1.333267 4.296291 0.005 -0.004 0.094 -0.156
H -2.851221 -5.157863 -0.129988 -0.006 -0.002 0.012 0.112
H -2.778459 -0.350685 -3.070941 0.023 0.003 0.009 0.040
C 0.495212 2.862854 0.553587 0.060 -0.062 -0.074 -0.188
C -1.421454 4.778346 3.239005 -0.038 -0.014 0.131 -0.691
H 1.954076 -0.535384 6.304277 -0.004 -0.010 0.001 0.116
H 5.147554 3.168401 0.496668 0.003 0.007 0.001 0.114
H -1.003809 2.821766 -6.794664 0.002 -0.006 -0.006 0.114
N 1.318315 -1.174585 -1.542816 0.011 -0.001 -0.116 -0.122
H -4.287288 -3.440289 0.998714 -0.003 -0.004 0.000 0.117
N -0.486320 2.292642 -0.162337 -0.020 0.041 -0.077 0.069
C -1.757743 2.575971 0.134567 -0.054 -0.040 -0.045 -0.204
C 2.548095 -2.544585 4.616756 0.011 -0.006 -0.024 -0.041
Se 0.035155 -1.456623 -4.549613 -0.025 0.071 -0.002 0.725
H 4.247131 -2.353515 -0.596752 0.006 -0.002 -0.007 0.104
H -0.776281 0.349909 -6.567285 -0.005 0.016 -0.013 0.095
C 2.726290 -3.628794 -1.316849 -0.025 -0.046 -0.014 -0.051
N 1.921095 1.645414 -0.921970 -0.046 -0.011 -0.029 0.029
H 0.818227 1.595301 5.641104 -0.014 0.009 -0.008 0.112
N 0.904447 0.118200 2.620603 0.010 -0.031 0.032 0.141
H 1.063921 -4.623261 0.556956 0.048 0.021 0.019 0.131
C -3.166824 0.427130 -2.428823 -0.061 -0.029 -0.021 -0.138
C 0.182240 -2.625315 0.026190 -0.038 -0.120 -0.020 -0.288
C -1.185704 -2.216340 0.472192 0.051 -0.007 -0.016 -0.176
H 1.018725 -4.412883 -2.367211 -0.033 0.011 0.005 0.128
C -0.594991 1.007114 -5.728388 0.013 0.006 0.033 -0.115
H -4.572778 -1.058323 1.732179 -0.003 -0.002 0.002 0.106
N 1.232243 -1.851940 0.644456 -0.015 0.112 0.246 0.020
C -0.243051 0.453502 -4.497019 0.039 0.009 -0.109 -0.623
N -0.039087 1.210551 -3.414438 0.021 -0.153 -0.061 -0.033
H -0.660620 -5.937618 -0.800360 -0.033 -0.003 0.007 0.116
C -2.096090 3.400956 1.194387 -0.026 0.016 0.028 0.063
C -2.566696 -0.547421 1.184035 -0.004 0.000 0.005 -0.124
C -0.172599 2.539660 -3.545413 0.016 0.082 0.074 -0.116
H 0.221494 1.925381 3.279073 0.022 0.028 -0.003 0.091

***

Entry 3:
90
Properties=species:S:1:pos:R:3:forces:R:3:lowdin_charge:R:1 method="wB97M-V/def2-TZVPD" orbital_gap_ev=6.72 spin_multiplicity=1 charge=-1 de_lowest_kj_mol=35.84
N 2.114934 -1.799558 0.679999 -0.076 -0.126 0.261 0.210
C -3.232999 -4.285908 -0.110677 0.051 -0.027 -0.022 0.000
C -2.858227 -1.915156 -0.004845 0.050 0.447 0.067 -0.108
H -0.867507 0.806217 3.253119 0.013 0.043 0.024 0.092
N -6.965112 -1.318283 0.379323 0.073 -0.083 -0.038 -0.228
H 2.218602 -3.514076 3.548053 0.007 -0.027 -0.001 0.115
H -1.810715 5.051359 5.508698 0.001 -0.010 -0.006 0.079
C -0.242447 1.793994 -6.374107 0.003 -0.021 0.017 -0.095
C 0.998865 6.610515 -1.329900 -0.023 -0.015 -0.013 -0.098
C 2.924230 2.582053 -2.525898 -0.011 -0.007 -0.037 -0.088
C 3.829075 1.661514 -0.078988 -0.019 0.033 -0.120 -0.085
O -0.190126 -2.881206 3.033465 -0.012 0.051 0.092 -0.006
C -0.619659 1.860430 3.188257 -0.108 -0.102 0.030 -0.120
H 1.851018 7.256672 -1.155230 0.010 0.003 0.005 0.095
H 0.729793 3.812435 0.969045 -0.010 -0.035 -0.011 0.087
H 4.516176 -4.081872 2.680095 -0.001 0.000 -0.002 0.102
C 4.743785 1.981840 -1.071789 0.020 -0.023 0.061 -0.104
C 0.072417 4.464393 2.903870 0.017 0.043 -0.062 -0.029
C -0.857369 2.737798 4.233769 0.016 0.042 -0.035 -0.026
C -1.150897 4.938178 -1.759134 -0.032 0.005 -0.031 -0.128
C -0.078335 -0.216874 -3.148181 -0.104 0.397 -0.100 -0.620
H 5.806300 1.866871 -0.891655 0.000 0.005 -0.006 0.095
H 4.988685 2.675870 -3.089815 0.005 -0.001 -0.002 0.096
O -0.031756 -0.793790 2.180785 -0.039 -0.299 0.369 -0.080
C 1.758153 -2.293676 1.867185 0.054 -0.064 -0.103 -0.155
C 2.466581 1.798183 -0.315174 0.053 -0.099 0.105 -0.093
H 5.022586 -1.474780 -2.395975 0.096 -0.003 -0.046 0.120
C 3.642143 -1.613629 -1.173150 0.267 0.224 0.524 -0.450
C -5.168557 1.049123 0.413686 -0.016 0.070 -0.005 -0.007
H -2.368575 6.691366 -1.601997 -0.002 0.014 -0.002 0.094
H -0.011740 -3.382813 -0.499737 0.009 0.002 0.024 0.120
H -2.109044 2.465284 0.372103 0.005 0.023 -0.034 0.079
H 4.165897 1.282546 0.878360 0.016 -0.007 0.005 0.106
C -1.879883 -4.442866 -0.280607 0.022 0.020 0.005 -0.026
P 0.179749 2.507993 -1.785529 -0.040 0.035 -0.221 1.130
C 1.992892 2.276619 -1.535911 0.024 -0.045 0.019 -0.340
C -0.007180 3.324084 -4.531617 -0.034 0.057 0.002 -0.098
C 0.132509 4.379104 -1.748069 -0.014 0.076 0.115 -0.386
C -5.166272 -2.725497 0.160591 0.272 -0.342 -0.038 -0.299
H 0.362435 5.493694 2.729237 0.007 0.004 0.014 0.106
C -4.231790 2.055089 0.434418 0.045 -0.003 -0.006 -0.039
O 4.926718 -1.910201 -1.537103 -0.208 -0.043 -0.080 0.075
N -0.067233 2.236854 2.034569 0.178 0.153 -0.161 0.079
H -1.311581 2.368729 5.145722 -0.006 0.015 0.012 0.110
H 5.166073 -3.193608 0.429482 0.004 0.018 -0.011 0.108
O 0.193388 0.169413 -1.974348 0.109 -0.241 -0.111 -0.183
C -4.730527 -0.266368 0.284906 -0.290 -0.207 0.019 -0.092
C -2.883277 1.707544 0.340739 0.085 -0.023 0.037 -0.113
H 0.076762 4.344161 -4.177838 0.010 -0.009 -0.030 0.093
C 1.199922 5.246787 -1.528649 0.082 0.035 0.014 -0.095
H 2.577562 2.935907 -3.490099 0.003 -0.002 -0.005 0.106
H -0.135484 3.931463 -6.580672 -0.003 -0.005 -0.009 0.092
H -2.009247 4.289266 -1.909633 0.021 -0.045 0.010 0.099
H -0.437183 8.202700 -1.199892 -0.005 0.009 -0.003 0.091
N -6.123545 -3.638604 0.177178 0.003 0.107 -0.019 -0.225
H -0.488530 6.069541 4.933429 0.010 -0.015 -0.034 0.071
H -0.324780 -0.292192 -5.804057 0.003 -0.008 0.006 0.111
C -5.648841 -1.399037 0.276088 -0.006 0.475 0.029 -0.303
C -0.098817 0.962973 -4.115301 -0.013 -0.120 -0.079 -0.123
C -1.360267 6.295216 -1.581406 0.022 0.036 0.007 -0.101
C 4.210690 -2.956856 0.871749 -0.019 -0.080 0.077 -0.013
C 2.592845 -3.133522 2.608437 -0.052 0.009 -0.007 -0.001
C 3.839776 -3.450079 2.117195 0.041 0.012 -0.018 -0.055
N -1.544078 -2.074121 -0.189407 -0.186 -0.108 0.061 0.155
S -7.523004 -2.837742 0.324120 -0.027 -0.016 0.041 0.962
H 2.211053 4.859505 -1.502597 -0.002 -0.014 0.011 0.094
H -1.429025 -5.420351 -0.377568 -0.012 -0.008 -0.018 0.105
C -0.510896 4.078689 4.101336 -0.022 -0.057 0.059 -0.283
H -6.228862 1.252326 0.491983 0.000 -0.013 0.008 0.113
H 1.795574 1.487505 0.480287 -0.127 0.214 -0.089 0.085
C -3.740881 -2.994002 0.018837 -0.348 -0.083 0.012 -0.088
O 2.933224 -0.940829 -1.853695 -0.126 -0.139 -0.168 0.151
H -3.908072 -5.131092 -0.080995 -0.011 0.008 0.007 0.113
O -0.340078 -1.350241 -3.549492 0.053 -0.022 -0.025 0.012
C -0.758639 5.052819 5.217982 -0.017 0.072 0.048 -0.056
H -4.514022 3.095023 0.525994 -0.017 -0.001 0.009 0.103
C -0.231235 0.735879 -5.477724 -0.019 0.045 -0.038 -0.027
N -2.454368 0.463164 0.216954 -0.168 -0.020 -0.081 0.157
C -3.361749 -0.519292 0.171840 0.323 -0.300 -0.028 -0.106
C 0.276734 3.515846 1.910154 -0.092 0.014 0.059 -0.131
C -0.130588 3.091676 -5.895548 -0.001 0.021 0.035 -0.101
C 3.307165 -2.155352 0.195890 0.010 0.100 -0.361 -0.182
H -0.336848 1.611790 -7.438113 -0.003 -0.008 -0.002 0.092
Na -0.036427 -0.167768 0.108269 -0.016 0.047 0.061 0.209
C -0.280063 7.142830 -1.356777 -0.011 -0.043 -0.021 -0.113
C 0.364158 -1.957392 2.423256 0.101 0.006 -0.092 -0.654
C -1.079168 -3.300415 -0.328094 0.081 0.046 -0.075 -0.083
H -0.178562 4.786970 6.103784 0.007 -0.021 -0.011 0.080
C 0.012569 2.268191 -3.621079 0.077 -0.051 0.157 -0.262
C 4.285530 2.434653 -2.301263 -0.014 0.004 -0.004 -0.090